Entry from the Open Molecules 2025 dataset: a 3-piece molecular cluster, C17H40BBr2N2O6 overall (ωB97M-V with the def2-TZVPD basis set).

XYZ file:
```
68
Properties=species:S:1:pos:R:3:forces:R:3:mulliken_charge:R:1
C -0.708936 -1.227242 4.367016 -0.101 0.058 -0.082 -1.1748
C -1.085978 -0.159642 3.325446 0.192 -0.087 0.206 -0.5256
C 0.068568 0.382028 2.497768 -0.221 -0.415 -0.176 -0.1468
Br 1.300447 1.327738 3.709453 0.173 0.217 0.160 -0.2600
B 0.943909 -0.625208 1.535283 0.698 0.121 -0.254 1.2472
O 1.527331 -1.803307 2.238857 -0.128 0.072 0.235 -0.6988
C 0.808581 -2.951257 1.905730 0.182 0.068 0.024 -0.5630
C -0.351616 -2.436955 1.060663 -0.056 0.531 0.533 -0.0337
Br -1.004668 -3.744845 -0.243543 -0.006 -0.279 -0.334 -0.2679
O 0.053147 -1.274709 0.489877 -0.123 0.216 -0.168 -0.5608
H -1.062829 -0.949713 5.357063 -0.029 0.012 0.129 0.3400
H 0.365814 -1.363656 4.416417 0.150 -0.017 0.000 0.3146
H -1.154508 -2.189696 4.122197 -0.025 -0.132 -0.002 0.2205
H -1.801210 -0.573715 2.615282 -0.167 0.101 -0.098 0.2660
H -1.581479 0.669483 3.829766 -0.152 0.098 -0.027 0.5551
H -0.331388 1.175974 1.876121 0.053 0.183 -0.092 -0.2041
H 1.825456 0.049027 0.985102 -0.249 -0.153 0.020 -0.3861
H 1.455726 -3.650045 1.372339 -0.072 -0.227 -0.137 0.4493
H 0.376179 -3.448545 2.779961 0.205 -0.165 0.172 0.2842
H -1.214222 -2.282503 1.711879 -0.278 -0.213 -0.177 0.1706
C -5.615880 5.930431 2.660297 -0.015 -0.007 -0.021 -0.7277
O -5.377429 5.793204 1.276801 -0.006 -0.046 0.038 -0.3543
C -4.255483 6.522762 0.795252 -0.015 0.123 -0.045 -0.7804
C -3.151233 5.597853 0.340739 0.032 -0.135 0.038 -0.1735
N -2.556677 4.899062 1.466528 -0.094 -0.032 -0.019 -0.3146
C -1.580857 3.869899 1.108807 0.035 0.074 0.098 -0.7607
C -2.078042 2.672931 0.310602 0.106 -0.031 -0.132 -0.6034
O -2.972682 1.841892 1.023639 -0.056 0.000 0.077 -0.2893
C -4.334221 2.192391 0.954891 0.017 -0.071 0.022 -0.7052
H -6.549781 5.414967 2.877711 -0.002 -0.014 -0.001 0.2432
H -4.818752 5.486050 3.266219 0.015 0.038 -0.004 0.3063
H -5.721432 6.983253 2.943533 0.000 0.009 0.018 0.3485
H -3.884703 7.200884 1.570102 0.034 -0.014 0.011 0.4161
H -4.591642 7.124461 -0.054722 -0.021 0.002 0.018 0.3922
H -2.375844 6.196952 -0.147595 0.013 -0.017 -0.028 0.3294
H -3.572973 4.921556 -0.417607 0.009 0.047 -0.035 0.1899
H -3.293245 4.472849 2.014361 0.014 -0.024 0.013 0.1449
H -1.137521 3.499134 2.035651 0.020 -0.025 -0.014 0.4491
H -0.772869 4.345397 0.543826 0.006 0.013 -0.016 0.3827
H -1.213616 2.050183 0.071015 -0.017 -0.029 -0.003 0.3217
H -2.529119 2.971963 -0.645286 -0.033 0.042 0.037 0.4218
H -4.584371 2.653319 -0.006251 -0.018 0.020 -0.006 0.3163
H -4.633101 2.875866 1.757830 -0.009 0.043 -0.047 0.2183
H -4.913897 1.275103 1.063276 -0.002 -0.004 -0.004 0.2730
C 5.600489 -5.121922 -4.602334 -0.005 0.014 -0.015 -0.7222
O 4.280651 -4.728552 -4.896466 0.031 0.035 0.004 -0.3538
C 3.284571 -5.363955 -4.099479 -0.067 -0.117 -0.031 -0.8025
C 2.605219 -4.385823 -3.171695 0.045 0.098 0.054 -0.1615
N 3.514934 -3.918876 -2.139911 0.042 0.053 -0.086 -0.2951
C 2.964633 -2.859675 -1.287079 0.105 -0.208 0.094 -0.2899
C 2.638822 -1.527391 -1.936757 -0.092 -0.001 -0.055 -0.1697
O 3.786939 -0.833907 -2.422943 0.011 -0.022 0.011 -0.4359
C 4.187956 -1.158035 -3.729810 0.032 0.060 0.003 -0.5676
H 6.249166 -4.650506 -5.339457 0.003 0.012 0.000 0.2413
H 5.915741 -4.805395 -3.601777 -0.013 -0.040 0.009 0.3003
H 5.718856 -6.209059 -4.674969 0.017 -0.008 0.008 0.3455
H 3.730646 -6.181643 -3.524358 -0.004 0.013 0.033 0.4203
H 2.540867 -5.789488 -4.780209 0.028 0.000 -0.012 0.3781
H 1.762628 -4.890521 -2.689354 -0.032 0.034 0.006 0.3314
H 2.191470 -3.571325 -3.784507 -0.046 -0.045 -0.017 0.1885
H 4.362809 -3.581533 -2.577519 -0.006 0.033 0.003 0.1321
H 3.683658 -2.673996 -0.486169 -0.044 0.006 0.025 0.3739
H 2.057921 -3.251561 -0.818104 -0.026 0.105 -0.011 -0.0664
H 2.189061 -0.895817 -1.175563 -0.029 0.100 0.107 0.0856
H 1.904600 -1.630330 -2.746763 0.042 -0.034 0.002 0.2708
H 3.333134 -1.426537 -4.359642 0.009 -0.021 -0.023 0.2582
H 4.910952 -1.982712 -3.759916 -0.055 -0.012 -0.036 0.1838
H 4.671325 -0.277015 -4.157516 -0.006 -0.004 0.000 0.2843
```
Positions in Å, forces in eV/Å.

total energy	-174305.0968	eV
molar mass	539.14	g mol⁻¹
E_LUMO	2.51	eV
total charge	-1
HOMO	-4.953	eV